Entry from the OMol25 dataset: C29H25IN2O3RuS as an isolated structure (ωB97M-V with the def2-TZVPD basis set).

Positions of all 62 atoms, in Å:
I (0.34, 2.45, 1.07)
Ru (0.48, -0.01, 0.55)
S (3.71, 0.97, 0.28)
O (3.24, 1.93, 1.25)
O (5.04, 0.44, 0.48)
O (-2.10, -1.34, -0.01)
N (0.78, -2.09, 0.22)
N (2.60, -0.17, 0.12)
C (-2.63, 5.17, -0.36)
C (2.59, 1.95, -2.04)
C (-1.49, 3.15, 0.33)
C (4.94, 2.36, -1.74)
C (-1.65, -0.10, 0.64)
C (-4.03, 0.38, 0.21)
C (3.86, 3.99, -4.99)
C (2.90, -1.32, -0.60)
C (4.02, -1.57, -1.39)
C (-1.91, -1.34, -1.40)
C (-2.77, 0.93, 0.32)
C (4.97, 3.06, -2.94)
C (0.21, -4.42, 0.09)
C (1.29, -4.69, -0.71)
C (3.82, 3.22, -3.70)
C (2.20, -3.65, -1.01)
C (-1.76, -0.41, 2.15)
C (1.94, -2.38, -0.47)
C (-5.08, 2.43, -0.39)
C (-0.01, -3.10, 0.52)
C (4.22, -2.82, -1.99)
C (-3.78, 4.48, -0.51)
C (-1.48, 4.50, 0.08)
C (-2.67, 2.35, 0.14)
C (-5.18, 1.10, -0.13)
C (3.75, 1.81, -1.29)
C (-3.84, 3.08, -0.26)
C (3.36, -3.86, -1.79)
C (2.63, 2.65, -3.24)
H (1.47, -5.68, -1.10)
H (-0.87, -1.09, -1.65)
H (-6.13, 0.59, -0.21)
H (-2.06, 0.47, 2.73)
H (4.70, 3.68, -5.61)
H (2.94, 3.86, -5.56)
H (-0.89, -2.85, 1.08)
H (-5.95, 3.02, -0.69)
H (5.84, 2.22, -1.15)
H (3.97, 5.06, -4.80)
H (-2.51, -1.20, 2.33)
H (1.66, 1.51, -1.69)
H (-0.49, -5.19, 0.37)
H (-2.58, 6.24, -0.56)
H (5.90, 3.48, -3.29)
H (1.73, 2.76, -3.82)
H (4.77, -0.80, -1.51)
H (5.11, -2.96, -2.59)
H (-2.57, -0.62, -1.90)
H (3.54, -4.84, -2.22)
H (-4.12, -0.69, 0.35)
H (-0.56, 5.05, 0.22)
H (-0.80, -0.77, 2.56)
H (-4.69, 4.97, -0.83)
H (-2.15, -2.34, -1.76)

Summary:
Lowest unoccupied orbital energy (spin up / spin down) (eV): 2.66 / 2.65
Electronic energy (hartree): -2246.10229
Energy relative to the best compared isomer or geometry (same formula, charge and spin) (kcal per mole): 0.00
Orbital gap (spin up / spin down) (eV): 6.2 / 5.8
Net charge: -1
2S+1: 2
HOMO level (spin up / spin down) (eV): -3.54 / -3.10
Molecular weight (u): 709.57